[1]
{"formula": "C16H20AgClF3N2O2", "method": "ωB97M-V/def2-TZVPD", "gap_ev": 3.94, "energy_ha": -1788.0069, "charge": 1, "elements": ["Ag", "C", "O", "O", "C", "F", "F", "F", "C", "C", "H", "H", "H", "H", "H", "H", "C", "N", "C", "C", "C", "C", "C", "C", "C", "C", "N", "C", "C", "C", "H", "H", "H", "H", "H", "H", "H", "H", "H", "H", "H", "H", "H", "H", "Cl"], "positions_angstrom": [[0.97737, -2.46140, -3.02108], [1.29217, 1.41036, -3.43059], [1.93964, 1.61845, -2.19909], [0.91554, -0.00451, -3.42444], [0.48673, 2.61158, -4.05312], [1.09773, 3.74088, -4.27291], [-0.00232, 2.31345, -5.30329], [-0.65748, 2.89278, -3.37040], [1.25410, 2.19926, -1.10488], [2.15992, 2.35304, 0.13902], [2.24582, 1.37924, 0.62114], [3.11390, 2.85165, -0.03246], [1.60784, 2.96440, 0.85285], [0.32998, 1.70515, -0.80493], [0.89493, 3.18837, -1.38909], [2.21573, 1.28583, -3.99593], [-3.27051, 1.29285, -2.34715], [-2.72594, 0.50694, -1.26653], [-1.65231, -0.24094, -1.57118], [-1.00154, -0.88662, -0.45635], [-1.26111, -0.65641, 0.86317], [-2.37036, 0.15876, 1.07874], [-3.06028, 0.69966, -0.03617], [-0.45607, -1.14346, 2.05531], [0.92682, -1.10779, 2.09159], [1.64061, -1.70205, 3.06836], [1.08532, -2.37530, 4.08076], [-0.27370, -2.37100, 4.15881], [-1.05499, -1.79449, 3.13021], [1.85338, -3.11881, 5.03333], [-2.93181, 0.93279, -3.31862], [-2.96474, 2.30883, -2.09739], [-4.34612, 1.11631, -2.34763], [-1.40075, -0.42842, -2.60461], [-0.09664, -1.40086, -0.74468], [-2.80953, 0.24391, 2.06173], [-3.97451, 1.25603, 0.10894], [1.46176, -0.57165, 1.32167], [2.71019, -1.84279, 3.11932], [-0.58803, -2.94390, 5.01869], [-2.11629, -1.99174, 3.09628], [1.82720, -4.19180, 4.84332], [1.39593, -2.89545, 5.99715], [2.91422, -2.87248, 4.98831], [2.66819, -4.02863, -4.53617]], "atomic_forces_ev_per_a": [[1.43, 0.25, -1.52], [2.57, -4.36, -0.30], [-0.38, 1.57, 1.87], [-2.32, 2.27, 0.08], [-2.12, -1.76, -1.52], [1.41, 0.74, 1.08], [0.53, -0.96, 0.63], [-0.17, 0.07, 0.98], [0.52, 1.11, -0.14], [-1.09, -0.24, -0.40], [0.64, -0.06, -0.05], [-0.03, -0.38, -0.22], [-0.06, 0.17, 0.06], [-0.18, -0.79, -0.03], [0.13, 0.34, -0.05], [-0.25, 0.99, -1.13], [-1.33, 0.28, -0.39], [2.83, -1.10, -2.39], [0.19, -1.84, 2.91], [1.50, 0.60, -2.84], [-0.67, 0.88, 0.97], [-1.32, 0.03, -1.18], [-0.89, -0.13, 4.20], [-0.29, -0.88, -0.37], [0.05, 1.31, -1.45], [1.62, -1.34, 1.11], [-2.45, 1.10, -1.46], [0.44, -0.01, -0.88], [0.25, -0.85, 0.91], [0.61, -0.66, 1.06], [0.45, 0.27, 0.28], [-0.36, 0.11, -0.73], [-0.11, 0.58, 0.09], [0.53, 0.28, -0.08], [0.06, -0.38, -0.06], [0.07, 0.54, 0.03], [0.06, 0.26, 0.15], [0.17, -0.11, -0.16], [0.22, 0.72, -0.67], [-0.86, 0.14, -0.16], [-0.12, 0.14, 0.43], [-0.43, 0.02, -0.14], [0.55, -0.22, 0.18], [-0.23, 0.45, 0.15], [-1.16, 0.82, 1.16]], "lowdin_charge": [0.530, -0.369, -0.088, -0.335, -0.535, 0.192, 0.104, 0.086, -0.270, -0.049, 0.039, 0.087, 0.072, 0.087, 0.108, 0.148, 0.043, -0.101, 0.058, 0.046, -0.137, 0.061, -0.008, -0.097, 0.049, 0.019, -0.100, 0.059, 0.064, 0.024, 0.121, 0.122, 0.118, 0.120, 0.098, 0.129, 0.156, 0.128, 0.157, 0.149, 0.136, 0.125, 0.118, 0.116, -0.579]}

[2]
{"formula": "C16H20BeN4O4SeSi", "method": "ωB97M-V/def2-TZVPD", "relative_energy_kj_mol": 0.0, "gap_ev": 4.11, "energy_ha": -3847.4790, "elements": ["Be", "O", "N", "O", "C", "C", "C", "C", "C", "C", "N", "C", "C", "N", "C", "C", "C", "C", "H", "H", "H", "H", "H", "H", "H", "C", "Si", "C", "C", "Se", "H", "H", "H", "H", "H", "H", "H", "H", "H", "O", "C", "O", "H", "N", "H", "H", "H"], "positions_angstrom": [[2.05038, -0.91894, -1.08676], [-2.30883, -4.06288, 3.48210], [-2.10010, -4.09471, 2.25145], [-2.52841, -5.00684, 1.45726], [-1.39491, -2.94918, 1.72885], [-1.00022, -1.95928, 2.61038], [0.05059, -1.05292, 2.27010], [0.66627, -0.23458, 3.23902], [1.90332, 0.33034, 2.84731], [2.45736, 0.12516, 1.58351], [1.82628, -0.63866, 0.64217], [0.66293, -1.19185, 0.99337], [0.11190, -2.11591, 0.02671], [0.84347, -2.14397, -1.12601], [0.44694, -3.01668, -2.04255], [-0.54302, -3.94937, -1.82837], [-1.25405, -3.93412, -0.62141], [-0.92138, -2.98734, 0.38585], [-1.40670, -1.97803, 3.62985], [0.22926, -0.03497, 4.22249], [2.45692, 0.94587, 3.53200], [3.39051, 0.61586, 1.31311], [1.06286, -3.07128, -2.94945], [-0.70491, -4.69173, -2.57886], [-2.02499, -4.70462, -0.47285], [-1.31232, 4.14836, -2.31027], [-1.86099, 3.31875, -0.68039], [-3.58409, 3.97159, -0.17525], [-0.54774, 3.70876, 0.61212], [-1.78088, 1.09192, -1.00716], [-0.95561, 5.17519, -2.16593], [-2.16022, 4.18903, -3.08075], [-0.55110, 3.51058, -2.74088], [-3.67663, 5.07220, -0.12054], [-3.80265, 3.54313, 0.83541], [-4.31830, 3.55537, -0.90022], [-0.64925, 4.74395, 1.01930], [0.45469, 3.64269, 0.21382], [-0.63134, 2.97201, 1.45500], [4.24024, 0.53970, -1.49276], [4.36838, -0.68585, -1.56991], [3.39108, -1.56495, -1.48709], [5.40247, -1.17553, -1.72220], [1.51957, 0.51937, -1.91883], [1.74250, 0.41108, -2.92219], [2.19245, 1.19468, -1.57213], [0.54826, 0.83856, -1.77840]], "atomic_forces_ev_per_a": [[-0.51, 0.30, -0.13], [0.26, -0.82, -2.47], [-2.55, -1.59, 0.75], [1.34, 2.59, 2.93], [0.78, 1.02, 0.62], [-0.74, -1.14, -0.33], [0.29, -0.13, -0.03], [1.27, 0.44, -1.37], [-0.96, -0.32, 0.39], [-1.11, -0.63, -0.81], [0.57, 1.45, 1.38], [-0.55, -0.36, 0.83], [0.77, 0.53, 0.36], [-2.06, -0.51, 0.38], [1.74, 0.15, -0.50], [-0.81, 0.43, 1.49], [0.05, -0.66, -0.97], [0.53, -0.64, -1.65], [0.29, 0.03, -0.55], [0.19, -0.24, -0.42], [0.07, 0.16, 0.19], [-0.18, -0.29, -0.15], [-0.34, 0.21, 0.32], [-0.35, -0.27, -0.25], [0.60, 0.77, -0.03], [-1.57, 0.21, -0.52], [0.09, -0.29, -0.68], [0.10, -0.59, 0.38], [-0.53, 0.47, 1.26], [0.02, -0.08, 0.16], [0.09, -0.15, -0.07], [1.04, -0.09, 1.11], [0.37, 0.05, -0.12], [0.11, -0.48, -0.10], [-0.04, 0.35, -0.75], [0.37, 0.34, 0.51], [0.02, -0.63, -0.12], [0.31, -0.17, -0.29], [0.04, 0.68, -0.64], [0.33, -1.41, 0.13], [0.74, -0.18, -0.17], [1.36, 0.87, -0.23], [-1.33, 0.70, 0.14], [0.70, -0.70, -0.55], [-0.40, 0.25, 0.64], [-0.08, 0.33, -0.09], [-0.29, 0.03, 0.03]], "lowdin_charge": [0.035, 0.071, -0.266, 0.039, -0.074, 0.109, -0.110, 0.058, -0.012, -0.008, 0.130, -0.121, -0.105, 0.111, -0.050, -0.002, 0.064, -0.048, 0.143, 0.136, 0.108, 0.132, 0.142, 0.111, 0.118, -0.262, -0.012, -0.248, -0.275, 0.068, 0.013, 0.046, -0.015, 0.021, 0.024, 0.023, 0.027, 0.000, 0.015, -0.023, -0.409, -0.084, 0.152, 0.121, 0.111, 0.066, -0.070]}

HOMO level values, unit eV, following the record order: -9.7; -6.4.